<A>
Formula: C5H12N2O
Source: the OMol25 dataset
Level of theory: ωB97M-V/def2-TZVPD

Each line ends with the Löwdin charge.
Positions of all 20 atoms, in Å:
C: 0.8639 -1.9667 -0.7270  -0.0543
N: 0.4585 0.4969 -0.6154  -0.1425
C: -0.1501 -0.9087 -0.3649  -0.4299
C: -1.4653 -0.9688 -0.9127  -0.1184
O: -0.3347 1.2721 -1.4387  -0.1047
H: -1.2543 0.5135 -1.5240  0.1444
H: 1.4202 0.4307 -0.9735  0.1665
H: 0.4673 -2.9495 -0.4787  0.0856
H: 1.8063 -1.8052 -0.2002  0.0784
H: 1.0687 -1.9498 -1.7993  0.0910
H: -2.2670 -0.4482 -0.4022  0.0323
H: -1.7859 -1.9553 -1.2218  0.0449
C: -0.5997 1.6946 1.3377  -0.0073
C: 0.5945 0.9361 0.8280  -0.4392
N: 1.8382 1.0941 1.1221  0.1547
H: 1.9774 1.4772 2.0532  0.0605
H: 0.0442 -0.6248 0.9309  0.1769
H: -0.4125 2.0325 2.3556  0.0863
H: -0.7747 2.5573 0.6931  0.0924
H: -1.4950 1.0721 1.3381  0.0824

HOMO energy = -7.534 eV
E_LUMO = 0.02364 hartree
gap between HOMO and LUMO = 8.177 eV

=====

<B>
Formula: C5H12N2O
Source: the OMol25 dataset
Level of theory: ωB97M-V/def2-TZVPD

Each line ends with the Löwdin charge.
Positions of all 20 atoms, in Å:
C: 2.3160 0.4771 -1.4869  -0.1077
C: 1.4874 -0.5016 -0.6717  -0.2399
C: -0.0020 -0.0581 -0.5509  -0.1751
C: -0.4124 0.2436 0.8993  -0.3212
N: -0.3121 -0.9784 1.7360  0.0531
C: -1.7682 0.9055 1.1963  -0.5122
N: -2.8119 0.1876 0.6494  0.1542
O: -1.9247 1.9285 1.7993  0.0828
H: 2.9920 -0.0513 -2.1712  0.0687
H: 1.6793 1.0260 -2.1820  0.0673
H: 3.0070 1.1369 -0.9664  0.0710
H: 1.8593 -0.7735 0.3026  0.0895
H: 1.4788 -1.4419 -1.2323  0.1050
H: -0.7347 -0.7896 -0.9457  0.1011
H: -0.2095 0.6905 -1.3227  0.1065
H: 0.3282 0.9506 1.2842  0.1410
H: 0.4888 -1.4747 1.3579  0.0485
H: -1.1328 -1.5810 1.7072  0.0718
H: -3.7081 0.6686 0.5850  0.1150
H: -2.6204 -0.5650 0.0127  0.0806

HOMO energy = -9.542 eV
SMILES string = CCC[C@H](N)C(N)=O
E_LUMO = 0.02981 hartree
gap between HOMO and LUMO = 10.353 eV

=====

In terms of stability, <B> leads; the second structure lies 0.2037 hartree higher.

=====

<A>
Formula: C5H12N2O
Source: the OMol25 dataset
Level of theory: ωB97M-V/def2-TZVPD

Each line ends with the Löwdin charge.
Positions of all 20 atoms, in Å:
C: 2.2209 1.7033 1.4981  -0.1564
C: 1.1929 0.8473 2.2064  -0.1994
C: -0.2307 0.7346 1.4938  -0.2277
N: -0.2055 0.2912 0.0617  0.0604
C: -1.4723 1.0262 2.0212  -0.2362
N: -2.6578 0.5094 1.5396  0.0110
H: 2.1304 2.8656 1.5816  0.1135
H: 2.3588 1.5755 0.3760  0.0769
H: 3.1574 1.3421 1.6953  0.0199
H: 1.5954 -0.2297 2.2491  0.1286
H: 1.2485 1.2776 3.2115  0.0994
H: 0.6258 0.2132 -0.4987  0.0531
H: -1.0532 -0.1054 -0.3082  0.0513
H: -1.4089 1.4607 2.9386  0.0577
H: -2.8819 -0.3245 2.0328  0.0709
H: -3.3340 1.2589 1.5862  0.0770
C: -0.2891 -3.6612 -5.9512  -0.1124
O: -0.2208 -2.5707 -6.5207  -0.0288
H: 0.4818 -3.9889 -5.3101  0.0540
H: -1.2576 -4.2253 -5.9030  0.0872

HOMO energy = -7.538 eV
SMILES string = CC/C(N)=C/N.C=O
E_LUMO = 0.02359 hartree
gap between HOMO and LUMO = 8.180 eV

=====

<B>
Formula: C5H12N2O
Source: the OMol25 dataset
Level of theory: ωB97M-V/def2-TZVPD

Each line ends with the Löwdin charge.
Positions of all 20 atoms, in Å:
C: 0.7925 0.6331 -0.3070  -0.3896
C: -0.4510 -1.6494 -0.2704  -0.1860
C: 2.0042 0.2111 0.5286  -0.0658
C: 0.5469 2.1364 -0.2189  -0.0833
N: -1.6445 -1.4965 -1.0933  -0.0533
C: -0.4510 -0.1642 0.1646  -0.4826
O: -2.7029 -1.6222 -0.2052  -0.0704
N: -1.0920 0.2256 1.2619  0.1434
H: -3.4985 -1.6618 -0.7554  0.1086
H: -1.3122 -0.0214 -0.8595  0.2064
H: 0.9685 0.3579 -1.3522  0.1313
H: -1.3562 -0.5632 1.8504  0.0459
H: 0.3760 -1.9004 -0.9337  0.1112
H: -0.5723 -2.3585 0.5511  0.1186
H: 2.1885 -0.8627 0.4617  0.0732
H: 2.8998 0.7289 0.1810  0.0795
H: -0.2988 2.4343 -0.8400  0.0781
H: 1.8449 0.4649 1.5770  0.0851
H: 0.3251 2.4258 0.8073  0.0736
H: 1.4331 2.6821 -0.5479  0.0760

HOMO energy (spin up / spin down) = -8.561 / -8.568 eV
E_LUMO (spin up / spin down) = -0.00111 / 0.00889 hartree
gap between HOMO and LUMO (spin up / spin down) = 8.530 / 8.810 eV

=====

<C>
Formula: C5H12N2O
Source: the OMol25 dataset
Level of theory: ωB97M-V/def2-TZVPD

Each line ends with the Löwdin charge.
Positions of all 20 atoms, in Å:
C: -1.0346 1.9870 -0.4889  -0.1531
N: 0.2641 1.5158 -0.1123  -0.0843
C: 0.4298 0.0919 0.2160  -0.3566
C: 0.4887 -0.8488 -0.9826  -0.2360
N: 1.8205 -1.0272 -1.6163  0.0009
C: -0.5843 -0.3931 1.2666  -0.1200
C: -0.4886 -1.7942 1.7846  -0.2552
O: -0.8739 -2.0930 2.8871  0.0515
H: -1.9203 1.7185 0.1157  0.0732
H: -1.0990 3.0690 -0.3206  0.0822
H: -1.2454 1.7950 -1.5467  0.0786
H: 0.7068 2.0725 0.5944  0.1010
H: 1.4552 0.1225 0.6014  0.1396
H: 0.1536 -1.8610 -0.7870  0.0835
H: -0.2322 -0.5651 -1.7615  0.1145
H: 1.7585 -0.8162 -2.6025  0.0566
H: 2.5403 -0.4370 -1.2275  0.0533
H: -0.5796 0.3064 2.1065  0.1305
H: -1.5456 -0.2987 0.7472  0.1209
H: -0.0137 -2.5441 1.1263  0.1190

HOMO energy = -9.083 eV
SMILES string = CN[C@H](CN)CC=O
E_LUMO = 0.03321 hartree
gap between HOMO and LUMO = 9.986 eV

=====

In terms of stability, <C> leads; the second structure lies 0.0667 hartree higher.

=====

<A>
Formula: C5H12N2O
Source: the OMol25 dataset
Level of theory: ωB97M-V/def2-TZVPD

Each line ends with the Löwdin charge.
Positions of all 20 atoms, in Å:
C: -1.3431 -1.0313 0.8110  -0.1126
C: -0.1730 -0.0523 0.8779  -0.3397
C: -0.5243 1.0546 1.8711  -0.1208
C: 0.7979 0.8264 -0.3877  -0.1280
N: 0.8983 0.1735 -1.6189  -0.2115
N: 1.9169 -0.7782 -1.8397  0.0453
C: -0.5494 -0.2620 -1.8533  -0.2540
O: -1.5168 0.4579 -1.9559  0.0678
H: -1.6000 -1.4024 1.8108  0.0781
H: -1.0926 -1.9335 0.2472  0.0725
H: -2.2583 -0.5423 0.4632  0.0783
H: 0.6655 -0.6247 1.2900  0.0998
H: -0.9102 0.6540 2.8149  0.0738
H: 0.3551 1.6365 2.1630  0.0713
H: -1.2618 1.7271 1.4184  0.0837
H: 1.7703 0.9628 0.0931  0.1089
H: 0.2459 1.7572 -0.5190  0.1010
H: 2.5879 -0.3314 -2.4632  0.0855
H: 2.4237 -1.0114 -0.9868  0.0795
H: -0.4319 -1.2806 -2.2359  0.1211

HOMO energy = -8.572 eV
SMILES string = CC(C)CN(N)C=O
E_LUMO = 0.03217 hartree
gap between HOMO and LUMO = 9.448 eV

=====

<B>
Formula: C5H12N2O
Source: the OMol25 dataset
Level of theory: ωB97M-V/def2-TZVPD

Each line ends with the Löwdin charge.
Positions of all 20 atoms, in Å:
H: 2.7968 -2.5161 -0.3817  0.1031
N: 2.2565 -1.6801 0.0942  0.1036
C: 1.4702 -1.0157 -0.6215  -0.2167
C: 0.7335 0.1155 0.0851  -0.3405
O: 1.3774 1.3278 -0.3158  -0.1945
N: 2.6513 1.4572 0.1917  0.0024
C: -0.7382 0.1175 -0.3851  -0.4136
C: -1.5335 -1.1456 0.1160  -0.0408
C: -1.3999 1.4566 -0.0930  -0.0821
H: 1.2663 -1.0145 -1.6440  0.1087
H: 0.6719 0.1353 1.2011  0.1623
H: 3.3964 1.0826 -0.4487  0.1019
H: 2.6763 0.9774 1.0982  0.0828
H: -0.7962 -0.0996 -1.4295  0.1077
H: -2.1052 -1.6174 -0.6895  0.0799
H: -2.1747 -0.8154 0.9616  0.0786
H: -0.6260 -1.6091 0.5842  0.0770
H: -1.4705 1.4786 1.0517  0.0971
H: -0.7752 2.3922 -0.3918  0.1051
H: -2.4313 1.5644 -0.4821  0.0779

HOMO energy = -8.965 eV
SMILES string = [H]/N=C/[C@@H](ON)C(C)C
E_LUMO = 0.03498 hartree
gap between HOMO and LUMO = 9.917 eV

=====

In terms of stability, <A> leads; the second structure lies 0.0276 hartree higher.

=====

<A>
Formula: CH3NOS
Source: the OMol25 dataset
Level of theory: ωB97M-V/def2-TZVPD

Each line ends with the Löwdin charge.
Positions of all 7 atoms, in Å:
C: 0.1960 -0.6905 -0.6895  -0.0048
N: -0.5684 1.5532 -0.2879  -0.2088
O: 1.1462 0.6771 1.4892  -0.3629
S: 0.0230 0.4817 0.6630  0.5212
H: -0.5514 -1.3709 -0.9485  0.0155
H: 0.7093 -0.4666 -1.5322  -0.0072
H: -0.9546 -0.1839 1.3059  0.0470

HOMO energy (spin up / spin down) = -9.911 / -10.344 eV
E_LUMO (spin up / spin down) = -0.05174 / -0.05372 hartree
gap between HOMO and LUMO (spin up / spin down) = 8.503 / 8.882 eV

=====

<B>
Formula: CH3NOS
Source: the OMol25 dataset
Level of theory: ωB97M-V/def2-TZVPD

Each line ends with the Löwdin charge.
Positions of all 7 atoms, in Å:
O: 0.9301 1.3475 0.9201  0.0697
C: 0.6728 0.2371 1.1315  -0.4477
N: 0.1586 -0.7678 0.2354  -0.4344
S: -0.7291 -0.3143 -1.1312  0.7293
H: 0.6610 -0.1369 2.2057  0.1367
H: 0.3124 -1.6956 0.5391  0.0551
H: -1.8956 0.0327 -0.4431  -0.1087

HOMO energy = -9.690 eV
SMILES string = O=CNS
E_LUMO = 0.02637 hartree
gap between HOMO and LUMO = 10.408 eV

=====

<C>
Formula: CH3NOS
Source: the OMol25 dataset
Level of theory: ωB97M-V/def2-TZVPD

Each line ends with the Löwdin charge.
Positions of all 7 atoms, in Å:
C: 0.4702 0.5205 -0.6515  -0.5418
N: -1.0809 -0.1744 1.4191  -0.3949
O: 0.3801 -0.7940 -0.8269  -0.2936
S: 0.4047 -0.1640 0.9831  1.0169
H: 1.3828 1.0429 -0.8503  0.0471
H: -0.1841 0.7561 -1.5979  0.1512
H: -1.3729 -1.1870 1.5243  0.0151

HOMO energy = -9.482 eV
E_LUMO = -0.01704 hartree
gap between HOMO and LUMO = 9.018 eV

=====

<D>
Formula: CH3NOS
Source: the OMol25 dataset
Level of theory: ωB97M-V/def2-TZVPD

Each line ends with the Löwdin charge.
Positions of all 7 atoms, in Å:
C: 0.1658 0.1546 -0.1232  -0.1152
N: 1.0165 1.0864 -0.8174  -0.8707
O: 0.4838 1.8138 -1.6138  -0.0461
S: 2.5526 1.1148 -0.4910  0.7538
H: -0.5199 -0.5185 -0.8043  0.1496
H: -0.4963 0.6263 0.6025  0.0945
H: 0.7746 -0.3239 0.5906  0.0341

HOMO energy = -9.328 eV
SMILES string = C[N+]([O-])=S
E_LUMO = -0.02946 hartree
gap between HOMO and LUMO = 8.526 eV

=====

In terms of stability, <B> leads; the second structure lies 0.0815 hartree higher.

=====

<A>
Formula: C5H10N3O2
Source: the OMol25 dataset
Level of theory: ωB97M-V/def2-TZVPD

Each line ends with the Löwdin charge.
Positions of all 20 atoms, in Å:
C: 1.9901 -0.4747 0.8615  -0.2528
C: -1.2532 0.8174 0.1011  -0.0569
C: -1.9952 2.6666 -1.2338  0.1969
C: 3.0383 -1.8154 2.6836  -0.0727
C: -1.7280 -0.8789 -1.6562  -0.0087
N: 2.1769 -0.9936 1.9060  0.0966
N: -1.0930 1.8074 -0.8264  -0.1863
N: -1.4870 -0.3462 -0.2896  -0.0124
O: 1.5030 0.1025 -0.0856  0.0486
O: 0.2030 2.1804 -1.1414  0.1073
H: -1.6822 3.4669 -1.7590  0.0785
H: -3.1031 2.4480 -1.0880  0.1573
H: 2.6638 -2.7939 2.3649  0.0909
H: 2.8758 -1.8186 3.7703  0.0906
H: 4.1463 -1.6878 2.4827  0.1183
H: -2.8162 -1.1172 -1.7451  0.1079
H: -1.2063 -1.9058 -1.7192  0.1305
H: -1.4312 -0.0967 -2.3283  0.0776
H: -1.6533 -1.1210 0.5054  0.2232
H: 0.8515 1.5606 -0.8028  0.0657

HOMO energy = -13.168 eV
net charge = +1
E_LUMO = -0.15255 hartree
gap between HOMO and LUMO = 9.017 eV

=====

<B>
Formula: C5H10N3O2
Source: the OMol25 dataset
Level of theory: ωB97M-V/def2-TZVPD

Each line ends with the Löwdin charge.
Positions of all 20 atoms, in Å:
C: 1.1179 0.2285 -1.8348  -0.0783
C: 0.2808 -0.4116 -2.6422  -0.1082
C: 0.5516 0.4024 1.6978  -0.4413
C: -1.3180 -0.2526 0.3625  -0.4823
C: -0.6820 -0.8534 -3.3134  0.0559
N: 1.7271 0.9111 1.6925  0.2355
N: -0.0308 0.1174 0.5556  0.1730
N: -0.0367 0.0774 2.8451  0.2581
O: -2.1488 -0.3452 1.5359  0.0163
O: -1.7555 -0.6209 -0.6762  0.1486
H: 2.0591 -0.2080 -1.6518  0.0663
H: -1.4292 -1.6591 -3.0963  0.1185
H: -0.8161 -0.5252 -4.3233  0.0896
H: 2.3076 0.6853 0.8449  0.1648
H: 2.3424 1.1432 2.4384  0.1388
H: 0.5903 0.1909 -0.4285  0.0973
H: 0.3125 0.3353 3.7094  0.1173
H: -1.0098 0.0223 2.7736  0.0687
H: -3.1570 -0.5975 1.3016  0.2207
H: 1.0946 1.3599 -1.7907  0.1406

HOMO energy = -13.275 eV
net charge = +1
E_LUMO = -0.11493 hartree
gap between HOMO and LUMO = 10.147 eV

=====

In terms of stability, <B> leads; the second structure lies 0.1157 hartree higher.

=====

<A>
Formula: C3H5NO
Source: the OMol25 dataset
Level of theory: ωB97M-V/def2-TZVPD

Each line ends with the Löwdin charge.
Positions of all 10 atoms, in Å:
O: -0.7131 -0.9332 -0.1984  -0.0551
C: -0.7998 0.1059 0.7702  -0.1818
C: 0.3695 0.8694 0.1359  -0.0531
C: 0.5590 -0.3977 -0.6299  -0.4282
N: 1.2409 -1.0853 -1.4164  0.1691
H: 0.4686 -1.7730 -1.3945  0.0778
H: -1.7594 0.6121 0.7529  0.1145
H: -0.5619 -0.2798 1.7640  0.1187
H: 1.1566 1.2456 0.7858  0.1151
H: 0.0397 1.6359 -0.5694  0.1231

HOMO energy = -10.171 eV
E_LUMO = 0.03448 hartree
gap between HOMO and LUMO = 11.109 eV

=====

<B>
Formula: C3H5NO
Source: the OMol25 dataset
Level of theory: ωB97M-V/def2-TZVPD

Each line ends with the Löwdin charge.
Positions of all 10 atoms, in Å:
C: -1.2123 0.9318 0.0875  -0.1719
O: -0.8324 0.3510 -0.9633  -0.1339
C: 0.6782 -0.7037 -0.6959  0.0391
C: 0.8366 -0.4233 0.7261  -0.4216
N: 1.8116 -1.0369 1.0857  0.1916
H: -2.0474 0.5214 0.6729  0.0952
H: -0.9138 1.9705 0.2896  0.0947
H: 0.0066 0.3113 1.1756  0.1007
H: 1.3723 -0.2411 -1.3908  0.1026
H: 0.3007 -1.6809 -0.9874  0.1035

HOMO energy (spin up / spin down) = -8.807 / -8.811 eV
E_LUMO (spin up / spin down) = -0.01233 / -0.01238 hartree
gap between HOMO and LUMO (spin up / spin down) = 8.472 / 8.474 eV

=====

<C>
Formula: C3H5NO
Source: the OMol25 dataset
Level of theory: ωB97M-V/def2-TZVPD

Each line ends with the Löwdin charge.
Positions of all 10 atoms, in Å:
C: 0.9308 0.2746 -0.1297  -0.1284
N: 1.2234 -0.9467 0.0517  0.0524
C: 2.3939 -0.0511 -0.1557  -0.1900
H: 0.1340 0.9731 -0.3572  0.0909
H: 2.8973 -0.0677 -1.2058  0.1041
H: 3.0159 0.0066 0.7388  0.0681
C: -2.7481 -0.0961 0.1842  -0.1621
O: -2.5234 0.8472 -0.4815  0.0058
H: -3.3792 -0.0003 1.0056  0.0499
H: -1.9447 -0.9396 0.3495  0.1093

HOMO energy = -9.904 eV
SMILES string = C1=NC1.C=O
E_LUMO = 0.02139 hartree
gap between HOMO and LUMO = 10.486 eV

=====

<D>
Formula: C3H5NO
Source: the OMol25 dataset
Level of theory: ωB97M-V/def2-TZVPD

Each line ends with the Löwdin charge.
Positions of all 10 atoms, in Å:
C: 1.0776 -0.7689 0.0351  0.0291
C: -0.1609 0.4853 -0.1060  -0.3963
O: -0.3164 1.1884 1.0786  -0.0282
C: -1.2982 -0.2358 -0.5758  -0.2266
N: -2.2806 -0.8261 -0.7467  0.1634
H: 0.4916 -1.6956 0.2996  0.0860
H: 1.7449 -0.7077 -0.8563  0.0766
H: 1.6566 -0.5198 0.8629  0.0229
H: 0.1223 1.2404 -0.9178  0.1525
H: -1.0369 1.8399 0.9265  0.1205

HOMO energy = -11.108 eV
SMILES string = C[C@H](O)C#N
E_LUMO = 0.02290 hartree
gap between HOMO and LUMO = 11.731 eV

=====

In terms of stability, <D> leads; the second structure lies 0.0069 hartree higher.